# 1
ORCA calculation (ωB97M-V/def2-TZVPD) on C59H45BrN7NaOP2STe as an isolated structure in a non-equilibrium geometry.

Each line ends with the Mulliken charge.
Positions of all 118 atoms, in Å:
1 Na 0.79802 0.88703 0.56941  0.624
2 Br 5.39312 -2.02627 5.40131  -0.251
3 C 4.40302 -1.03887 4.09491  -0.238
4 C 4.99212 -0.77867 2.85501  -0.757
5 C 4.30532 -0.03907 1.94191  -0.582
6 C 2.99202 0.47953 2.19981  -0.578
7 O 2.44532 1.28263 1.41891  -0.276
8 C 2.38382 0.08703 3.45081  1.314
9 C 1.05722 0.43503 3.82071  -1.218
10 N 0.05822 0.63943 3.03441  1.624
11 C -1.18858 0.89523 3.55821  0.173
12 C -1.54598 0.62963 4.87891  -0.624
13 C -2.79018 0.96843 5.39881  -1.074
14 C -3.75018 1.51803 4.59331  -0.865
15 C -3.48998 1.69803 3.22521  1.719
16 C -4.49848 2.14983 2.35151  -1.214
17 C -4.21548 2.25473 1.01601  -1.013
18 C -2.91488 1.98343 0.58411  -0.277
19 N -1.94218 1.58483 1.37131  1.058
20 C -2.20408 1.40563 2.68441  -0.851
21 C 3.14112 -0.61027 4.39881  -0.715
22 H 5.98582 -1.15147 2.64051  0.433
23 H 4.73122 0.18973 0.97621  0.529
24 H 0.92832 0.49773 4.91371  0.103
25 H -0.84678 0.13653 5.53901  0.401
26 H -2.98908 0.79453 6.44771  0.394
27 H -4.72288 1.78873 4.97811  0.386
28 H -5.48128 2.38313 2.74481  0.377
29 H -4.97328 2.55993 0.31151  0.497
30 H -2.67128 2.07723 -0.46599  0.218
31 H 2.69762 -0.85847 5.35641  0.394
32 S 3.01572 1.83433 -1.75109  -0.426
33 C 2.18742 3.32953 -1.91939  0.408
34 N 1.75662 3.88693 -2.99489  -0.922
35 N 1.88072 3.12143 -4.12079  0.465
36 C 1.61612 3.59063 -5.35059  0.298
37 C 1.55922 2.71873 -6.45209  -0.323
38 C 1.26622 3.20293 -7.70569  -0.610
39 C 1.03172 4.55653 -7.91109  -0.445
40 C 1.09762 5.42803 -6.83009  -0.493
41 C 1.37832 4.96153 -5.56769  -0.382
42 N 2.23612 3.90673 -0.69919  -0.715
43 N 1.25362 3.85333 0.09761  0.596
44 C 1.35022 4.49803 1.30301  -0.598
45 C 0.67242 3.95473 2.39761  0.380
46 C 0.61462 4.64273 3.58901  -0.320
47 C 1.19572 5.89873 3.70851  -0.661
48 C 1.85442 6.45273 2.62121  -0.544
49 C 1.94812 5.75943 1.43171  -0.387
50 H 2.17182 2.15453 -3.95139  0.088
51 H 1.73612 1.66393 -6.29309  0.408
52 H 1.22002 2.51773 -8.54379  0.330
53 H 0.79842 4.91913 -8.90329  0.345
54 H 0.93222 6.48763 -6.99219  0.335
55 H 1.42892 5.61963 -4.71409  0.391
56 H 0.22902 2.98093 2.27651  0.373
57 H 0.09822 4.20323 4.43231  0.467
58 H 1.13192 6.43943 4.64431  0.380
59 H 2.29282 7.43983 2.70241  0.346
60 H 2.45532 6.18113 0.57471  0.463
61 Te -1.25148 -4.16467 0.56351  0.179
62 C -2.04448 -4.47887 -1.39119  0.389
63 C -1.26548 -4.34657 -2.53769  -0.222
64 C -1.84458 -4.57857 -3.77189  -0.137
65 N -3.11858 -4.90997 -3.94209  -0.738
66 C -3.86308 -5.01187 -2.85059  -0.420
67 C -3.37988 -4.81667 -1.57129  -0.383
68 C -0.39268 -2.33097 -0.15929  -0.906
69 P -1.29378 -0.78677 0.17331  1.025
70 C -1.13488 -0.12507 -1.53829  0.480
71 C -1.35848 -0.98127 -2.61509  -0.293
72 C -1.33958 -0.51627 -3.91549  -0.834
73 C -1.08838 0.82553 -4.15729  -0.896
74 C -0.84378 1.68063 -3.09619  -1.199
75 C -0.84658 1.20893 -1.79489  -0.335
76 C -3.05458 -1.27677 0.12911  1.181
77 C -3.91928 -1.15637 -0.95509  -0.579
78 C -5.22638 -1.60207 -0.87009  -0.789
79 C -5.70708 -2.15337 0.30471  -0.727
80 C -4.88218 -2.20677 1.41891  -0.700
81 C -3.57158 -1.77707 1.32811  -0.192
82 P 1.20852 -1.87317 0.50821  1.437
83 C 2.24772 -2.94327 -0.55889  0.243
84 C 2.90702 -2.31207 -1.60979  -0.737
85 C 3.61292 -3.05247 -2.54089  -0.495
86 C 3.66262 -4.43277 -2.43659  -0.621
87 C 3.00562 -5.06917 -1.39589  -0.837
88 C 2.30382 -4.33137 -0.46049  0.047
89 C 1.44092 -2.71067 2.11211  0.572
90 C 0.42652 -2.62367 3.06111  -0.208
91 C 0.59702 -3.13437 4.33181  -0.948
92 C 1.78492 -3.76157 4.67271  -1.109
93 C 2.80172 -3.85567 3.73741  -0.767
94 C 2.64042 -3.32037 2.47341  -0.411
95 H -0.22498 -4.05677 -2.46679  0.210
96 H -1.26388 -4.50467 -4.68589  0.426
97 H -4.90538 -5.26407 -3.02039  0.368
98 H -4.03318 -4.90427 -0.71499  0.304
99 H -1.53818 -2.02907 -2.41989  0.349
100 H -1.52578 -1.20447 -4.73339  0.525
101 H -1.07658 1.20413 -5.17119  0.439
102 H -0.65018 2.72563 -3.28439  0.638
103 H -0.61718 1.88083 -0.97769  0.444
104 H -3.57508 -0.71787 -1.87959  0.351
105 H -5.87388 -1.51837 -1.73499  0.440
106 H -6.72108 -2.53317 0.35701  0.326
107 H -5.26388 -2.58267 2.36011  0.434
108 H -2.93458 -1.79807 2.20611  0.047
109 H 2.87362 -1.23067 -1.67709  0.205
110 H 4.12842 -2.55297 -3.34969  0.451
111 H 4.22002 -5.01437 -3.16009  0.348
112 H 3.04092 -6.14817 -1.31439  0.386
113 H 1.80862 -4.83337 0.36241  0.322
114 H -0.49498 -2.12057 2.79391  0.078
115 H -0.19568 -3.04007 5.06261  0.515
116 H 1.92462 -4.16457 5.66711  0.353
117 H 3.73542 -4.33207 4.00691  0.536
118 H 3.45272 -3.36237 1.76001  0.482

As for the total energy: -6819.07984 hartree. As for the multiplicity: 1. As for the charge: -2.



# 2
ORCA calculation (ωB97M-V/def2-TZVPD) on C59H46NO4P3S2SiTa as an isolated structure.

Each line ends with the Mulliken charge.
Positions of all 117 atoms, in Å:
1 Ta -0.37406 0.10666 -0.01941  1.764
2 C 0.68367 -5.35683 -2.93661  -0.873
3 C 0.01541 -5.10517 -1.74570  -0.691
4 C 0.36948 -4.01031 -0.97762  -0.182
5 C 1.38422 -3.14359 -1.39448  0.735
6 C 2.04383 -3.39874 -2.59048  -0.281
7 C 1.69518 -4.50599 -3.35295  -0.806
8 P 1.75663 -1.77588 -0.24010  0.303
9 C 3.40928 -1.09951 -0.58214  1.703
10 C 3.61451 0.26900 -0.47081  0.822
11 C 4.86903 0.81619 -0.69367  -0.650
12 C 5.93171 -0.00229 -1.03834  -1.089
13 C 5.73570 -1.37100 -1.16442  -1.189
14 C 4.48346 -1.91702 -0.93966  -0.321
15 C 2.02422 -2.74262 1.29329  0.502
16 C 3.05556 -3.67732 1.41492  -0.486
17 C 3.28651 -4.30215 2.62437  -1.009
18 C 2.49197 -4.00190 3.72771  -1.241
19 C 1.43808 -3.12006 3.59223  0.175
20 C 1.17520 -2.49749 2.36392  0.337
21 Si -0.39554 -1.50113 2.10566  -0.947
22 C -1.78778 -2.76978 2.09574  1.008
23 C -1.84500 -3.87553 2.95338  -0.341
24 C -2.96126 -4.69237 2.97983  -0.911
25 C -4.05101 -4.41540 2.15822  -0.821
26 C -4.00622 -3.34087 1.29238  -0.724
27 C -2.86700 -2.53788 1.24858  0.364
28 P -2.71577 -1.16357 0.07624  1.376
29 C -4.10517 -0.11110 0.53552  0.483
30 C -4.30699 0.13324 1.89349  -0.550
31 C -5.34469 0.95347 2.29996  -0.674
32 C -6.19131 1.52010 1.35651  -0.712
33 C -5.98824 1.28315 0.00723  -0.720
34 C -4.93524 0.48423 -0.40779  -0.464
35 C -3.02552 -1.89923 -1.54724  0.702
36 C -1.94050 -2.15871 -2.37545  -0.218
37 C -2.11180 -2.79478 -3.59483  -0.898
38 C -3.38389 -3.16930 -3.99828  -0.789
39 C -4.47728 -2.90747 -3.18241  -0.927
40 C -4.30296 -2.27733 -1.96197  -0.355
41 C -0.47281 -0.43249 3.65440  0.750
42 C -1.08968 -0.84232 4.83737  0.325
43 C -0.83696 -0.18531 6.03228  -0.929
44 C 0.06617 0.86996 6.07061  -0.875
45 C 0.67820 1.29789 4.90388  -0.413
46 C 0.37840 0.67343 3.69579  -0.390
47 P 1.09840 1.26015 2.13256  2.428
48 C 0.63324 3.01024 2.01271  1.299
49 C 0.99866 3.71006 0.86405  -0.692
50 C 0.57399 5.01146 0.64790  -0.745
51 C -0.23363 5.62968 1.58764  -0.697
52 C -0.62124 4.94866 2.73120  -1.086
53 C -0.19628 3.64623 2.93230  -1.275
54 C 2.88983 1.26561 2.45804  0.197
55 C 3.50331 0.06553 2.81468  0.042
56 C 4.86558 0.01756 3.05568  -0.715
57 C 5.62946 1.17270 2.95367  -0.787
58 C 5.02146 2.37359 2.62412  -0.707
59 C 3.65735 2.42298 2.37660  -0.652
60 H 0.41726 -6.21683 -3.53700  0.410
61 H -0.77815 -5.76076 -1.41219  0.493
62 H -0.15159 -3.83737 -0.04036  0.136
63 H 2.81379 -2.72608 -2.93120  0.242
64 H 2.21885 -4.70089 -4.27997  0.450
65 H 2.79074 0.92654 -0.23416  -0.853
66 H 5.00822 1.88514 -0.59586  0.486
67 H 6.91196 0.42203 -1.21406  0.477
68 H 6.55921 -2.01413 -1.44700  0.440
69 H 4.34642 -2.97843 -1.08489  0.319
70 H 3.68033 -3.92774 0.57217  0.414
71 H 4.09094 -5.02036 2.71519  0.471
72 H 2.69172 -4.46951 4.68323  0.440
73 H 0.81947 -2.89642 4.45496  0.584
74 H -1.00821 -4.10838 3.60091  0.475
75 H -2.99103 -5.54675 3.64352  0.448
76 H -4.92915 -5.04681 2.19273  0.454
77 H -4.85284 -3.13059 0.65164  0.394
78 H -3.65948 -0.31630 2.63890  0.171
79 H -5.49486 1.14607 3.35408  0.493
80 H -7.00610 2.15569 1.67770  0.416
81 H -6.63480 1.73889 -0.73048  0.433
82 H -4.74818 0.34538 -1.46337  0.559
83 H -0.93705 -1.85330 -2.09772  0.083
84 H -1.25188 -2.98753 -4.22309  0.577
85 H -3.52777 -3.65947 -4.95212  0.420
86 H -5.47171 -3.19159 -3.50033  0.459
87 H -5.16576 -2.07738 -1.33970  0.408
88 H -1.76355 -1.69258 4.82963  0.478
89 H -1.32468 -0.51020 6.94237  0.460
90 H 0.28735 1.36208 7.00843  0.447
91 H 1.38185 2.12194 4.93297  0.578
92 H 1.89971 3.57380 -0.83088  0.196
93 H 0.86649 5.53087 -0.25772  0.523
94 H -0.57078 6.64312 1.41619  0.453
95 H -1.26764 5.42231 3.45662  0.441
96 H -0.54066 3.10999 3.80430  0.528
97 H 2.92132 -0.84062 2.90922  0.315
98 H 5.32883 -0.92242 3.32618  0.512
99 H 6.69424 1.13840 3.14420  0.417
100 H 5.60800 3.28127 2.56245  0.478
101 H 3.19813 3.37022 2.12942  0.311
102 S 0.51469 0.77774 -2.19323  -0.204
103 C 2.06878 0.69337 -3.06393  0.579
104 C 2.49985 1.91097 -3.59669  -0.796
105 C 3.67252 1.92623 -4.32857  -0.598
106 C 4.36075 0.73647 -4.51823  -0.951
107 C 3.82631 -0.41799 -3.97597  -0.292
108 N 2.70095 -0.44524 -3.26380  0.075
109 H 1.91760 2.80935 -3.44445  0.614
110 H 4.03868 2.85197 -4.75316  0.446
111 H 5.28161 0.69931 -5.08276  0.450
112 H 4.32450 -1.37241 -4.11533  0.381
113 O -3.16496 2.92897 -0.43906  -0.462
114 S -1.89595 2.34591 -0.76324  0.517
115 O -2.02944 0.91899 -1.33869  -0.676
116 O 1.76182 3.03532 -0.04460  -0.227
117 O -1.27348 1.58503 0.75846  -0.776

As for the total energy: -4798.52834 hartree. As for the multiplicity: 1. As for the charge: +1.